# C29H60N3O5

A cluster of 4 separate species, C29H60N3O5 in total (ωB97M-V/def2-TZVPD, OMol25).

Cartesian coordinates (Å):
O1 -3.1539 -1.4099 0.5176
O2 1.0364 0.7582 -2.3005
O3 2.1557 -1.1784 -2.4603
O4 0.5077 -5.0723 4.8769
O5 2.0276 4.5276 -4.0596
N1 -3.7185 -1.9996 -0.6505
N2 0.8110 -3.7045 4.5891
N3 3.0715 5.0803 -3.3140
C1 4.6916 4.9040 -5.0764
C2 -5.1504 -3.9389 -2.1873
C3 3.9214 5.9728 -1.2232
C4 -3.0127 -3.2281 -0.9670
C5 0.1405 -1.4112 4.8798
C6 2.7137 5.3677 -1.9528
C7 4.6386 7.0882 -1.9505
C8 1.7122 -2.0629 3.0858
C9 -5.1650 -1.8409 -0.6455
C10 5.0881 6.6158 -3.3349
C11 1.5318 6.3157 -1.7297
C12 1.0609 -0.6336 -0.4103
C13 -3.6231 -3.8787 -2.2009
C14 0.2508 -3.8816 2.1618
C15 2.5626 -4.3753 3.0018
C16 -5.7694 -2.4532 0.6286
C17 0.6027 -1.0675 3.4850
C18 -1.6386 -3.0916 4.4155
C19 -1.5849 -2.8544 -1.4185
C20 -5.7693 -2.5743 -1.8459
C21 3.9873 5.8842 -4.1180
C22 1.4635 -0.3286 -1.8564
C23 1.3167 -3.5368 3.2241
C24 -5.5292 -0.3726 -0.7144
C25 -0.2776 -2.8795 5.1044
C26 3.2791 6.9738 -4.9632
C27 -2.8989 -4.2215 0.2035
C28 2.4848 4.0511 -1.1579
C29 -0.4102 -3.0574 6.6115
H1 2.3078 6.6506 -5.3373
H2 2.3573 -5.4310 3.1930
H3 -0.1463 -0.9925 2.6968
H4 -6.6242 -0.3132 -0.7498
H5 -0.0203 -0.4836 -0.3719
H6 -3.6878 -4.1074 0.9464
H7 -0.2665 -4.7834 2.4936
H8 0.9853 -1.2003 5.5480
H9 1.5915 5.2532 -4.5248
H10 -3.3219 -3.3568 -3.1097
H11 -5.6500 -3.5357 0.6187
H12 -5.3707 -2.0350 1.5545
H13 -6.8455 -2.2558 0.7290
H14 -1.9561 -4.1360 0.7366
H15 3.4136 -4.0330 3.5872
H16 5.5230 7.2856 -1.3355
H17 -1.7728 -3.9886 3.8196
H18 -3.2648 -4.9083 -2.2396
H19 -0.4719 -3.0896 1.9784
H20 1.2607 -5.3352 5.4116
H21 -5.5533 -4.6514 -1.4615
H22 -5.1622 0.2211 0.1175
H23 -0.8900 -2.7696 -0.5885
H24 1.9131 -1.8611 2.0329
H25 -5.5074 -4.2101 -3.1827
H26 3.1529 7.8939 -4.3784
H27 4.0097 4.4040 -5.7585
H28 4.6219 5.2186 -0.8598
H29 3.4062 3.4768 -1.1673
H30 5.3709 7.4845 -3.9313
H31 5.2088 4.1542 -4.4770
H32 -1.5570 -1.9984 -2.1007
H33 1.6564 3.4382 -1.5180
H34 1.1046 -0.0962 3.5100
H35 1.5681 0.0931 0.2342
H36 0.7368 -4.0840 1.2047
H37 -1.2005 -3.5947 -2.1314
H38 -3.0049 -5.2559 -0.1377
H39 0.5288 -2.9333 7.1494
H40 2.5944 -1.8454 3.6921
H41 3.8619 7.3373 -5.8130
H42 -6.8101 -2.7895 -1.5881
H43 1.3341 -1.6153 -0.0221
H44 2.7920 -4.3143 1.9369
H45 5.4612 5.4609 -5.6214
H46 -1.1856 -2.4066 7.0173
H47 0.7137 5.9921 -2.3866
H48 2.2379 4.3405 -0.1319
H49 -2.4550 -3.0464 5.1516
H50 1.7354 7.3569 -2.0028
H51 5.9808 5.9948 -3.2260
H52 -1.9610 -2.2552 3.7821
H53 -0.7752 -4.0691 6.8226
H54 -5.7397 -1.9215 -2.7224
H55 -0.6557 -0.7478 5.2324
H56 3.5425 6.3845 -0.2799
H57 -5.2253 0.0665 -1.6686
H58 -2.4503 -0.8641 0.1450
H59 4.0713 8.0152 -2.0496
H60 1.1354 6.3069 -0.7161

Forces on atoms 1 to 2 (eV/Å):
0.0 -0.2 -0.1
-0.2 0.3 0.2

## Properties
* energy above the lowest of the compared OMol25 structures with the same formula, charge and spin: 0.000 eV
* DFT total energy: -1681.33648 a.u.
* HOMO: -4.013 eV
* E_LUMO: 2.48 eV
* orbital gap: 6.5 eV
* net charge: -1
* max |F|: 1.9 eV/A

=====

# C29H60N5OPRb

A structure of composition C29H60N5OPRb (ωB97M-V/def2-TZVPD, OMol25).

Cartesian coordinates (Å):
Rb1 1.5470 -0.4906 0.1872
P1 -1.5033 1.9035 1.3049
O1 -0.8679 -4.0062 1.0776
N1 -2.9974 -3.7500 1.7835
N2 -0.0939 -0.9348 -2.5258
N3 -0.4371 1.3185 0.3789
N4 -1.3830 -1.2833 -4.5173
N5 0.9508 -1.2526 -4.5549
C1 4.0849 -4.0443 0.5092
C2 -2.3342 -2.7963 -0.3623
C3 -3.2151 2.0829 0.4307
C4 2.2067 -1.1350 -3.8341
C5 0.0916 3.4434 2.9863
C6 4.4290 0.8474 2.0718
C7 4.4981 -1.7442 -0.6149
C8 -1.9817 -3.5703 0.8844
C9 -0.3996 4.4075 0.7908
C10 -1.8211 0.8277 2.8846
C11 0.9310 -0.6256 -5.8651
C12 -2.5881 -0.8524 -3.8386
C13 -2.1245 4.5064 2.6073
C14 -0.1859 -1.1528 -3.7778
C15 4.1353 -1.7160 1.6418
C16 -2.5860 -0.4300 2.4481
C17 3.9069 -2.2031 3.0448
C18 4.6070 -0.4072 -0.1732
C19 -1.0365 3.6437 1.9627
C20 -1.5521 -2.5680 -5.1770
C21 4.8084 -2.2819 -1.9822
C22 -0.4400 0.3215 3.3297
C23 -4.4632 2.3316 1.2801
C24 4.9098 0.8102 -0.9980
C25 4.3884 -0.3911 1.2235
C26 -3.4059 0.8148 -0.4138
C27 -3.0891 3.2295 -0.5813
C28 -2.5582 1.4409 4.0768
C29 4.1965 -2.5481 0.5050
H1 3.9602 -1.3860 3.7670
H2 0.5581 4.4118 3.1927
H3 -0.6135 -2.8903 -5.6192
H4 4.9160 -1.4817 -2.7177
H5 -4.7061 1.4905 1.9269
H6 -0.5436 -0.5976 3.9131
H7 -2.7213 -4.0809 2.6948
H8 -3.8053 -3.1537 1.7380
H9 -3.9405 3.1919 -1.2697
H10 2.2088 -1.8063 -2.9813
H11 -0.2643 3.0473 3.9370
H12 -1.1367 4.8510 0.1246
H13 3.4001 -4.3969 1.2850
H14 -2.8606 4.8525 1.8824
H15 -4.3714 3.2195 1.9043
H16 -3.3859 -0.7377 -4.5743
H17 -2.1721 3.1298 -1.1620
H18 3.0207 -1.4144 -4.5012
H19 -2.4399 0.5289 -0.8368
H20 2.9275 -2.6800 3.1773
H21 -1.6627 5.3999 3.0450
H22 -1.8792 -3.3428 -4.4686
H23 0.2259 -1.1099 -6.5390
H24 0.1088 1.0413 3.9339
H25 4.2793 0.6165 3.1285
H26 -2.1262 -0.8611 1.5580
H27 -2.6556 3.9933 3.4081
H28 -2.0033 2.2576 4.5355
H29 4.0375 -2.9626 -2.3576
H30 -5.3258 2.4876 0.6198
H31 0.2191 5.2206 1.1837
H32 -3.8012 -0.0200 0.1633
H33 4.1167 1.5697 -0.9484
H34 1.9267 -0.7160 -6.2962
H35 5.7470 -2.8502 -1.9947
H36 -0.9969 -0.9814 -2.0691
H37 -2.9311 -1.5715 -3.0790
H38 5.0381 0.5589 -2.0535
H39 -2.5352 -1.1730 3.2510
H40 5.8294 1.3142 -0.6764
H41 -2.6937 0.6735 4.8491
H42 5.3885 1.3720 1.9907
H43 -4.1134 1.0168 -1.2256
H44 3.7079 -4.4246 -0.4444
H45 -3.5483 1.8112 3.8125
H46 -2.4236 0.1075 -3.3533
H47 2.3761 -0.1193 -3.4578
H48 3.6581 1.5834 1.7998
H49 0.6733 0.4387 -5.8131
H50 -1.8159 -1.8373 -0.3191
H51 -2.3044 -2.4836 -5.9633
H52 -1.9622 -3.3439 -1.2263
H53 5.0478 -4.5429 0.6876
H54 0.2279 3.7289 0.2115
H55 0.1416 0.1169 2.4285
H56 4.6544 -2.9452 3.3478
H57 -3.6382 -0.2396 2.2420
H58 0.8582 2.7749 2.5925
H59 -3.4023 -2.6102 -0.4707
H60 -3.1005 4.2089 -0.1072

Forces on atoms 1 to 2 (eV/Å):
0.1 -0.3 -0.3
0.1 0.0 -0.1

## Properties
* energy above the lowest of the compared OMol25 structures with the same formula, charge and spin: 0.748 eV
* DFT total energy: -1855.46313 a.u.
* HOMO: -3.037 eV
* E_LUMO: 2.14 eV
* orbital gap: 5.2 eV
* net charge: -1
* max |F|: 0.5 eV/A

=====

# C29H60NO15PS3

A structure of composition C29H60NO15PS3 (ωB97M-V/def2-TZVPD, OMol25).

Cartesian coordinates (Å):
S1 -4.7576 0.4251 0.6764
S2 -1.7931 -1.6600 -0.7999
S3 -2.6707 0.6755 2.9550
P1 0.5534 -1.7041 0.8365
O1 -2.9065 2.1540 2.9270
O2 -5.9291 -0.1697 1.3966
O3 7.8716 -0.3122 2.3584
O4 -1.0784 0.2509 3.3747
O5 4.9990 -3.9467 -5.4146
O6 1.7508 -0.0096 4.8552
O7 5.0054 -1.0467 2.2155
O8 4.7008 -1.8761 -3.3168
O9 -9.5757 4.0324 -1.2346
O10 -4.9140 1.9200 0.7375
O11 -0.3984 -1.2637 -4.1640
O12 -1.9192 -3.5887 1.9369
O13 -3.5171 0.1383 4.0951
O14 -6.6405 4.1013 -1.6224
O15 0.6145 0.7111 -4.9870
N1 1.1570 0.8480 2.7640
C1 -9.6328 5.4217 -1.5255
C2 -1.8825 -0.0684 0.2311
C3 -5.0021 -0.0296 -1.1324
C4 0.0365 0.6754 -2.5237
C5 -1.9009 1.2421 -0.7054
C6 8.0567 -1.2896 3.3728
C7 -0.2792 0.7580 2.2827
C8 -3.0748 -0.1786 1.3205
C9 -7.4591 2.9413 -1.7452
C10 -3.4594 -1.7078 1.7596
C11 2.2156 -1.4784 -0.1036
C12 1.7278 2.0973 2.1345
C13 3.7234 -2.8625 -3.6446
C14 1.3992 -3.8717 2.6408
C15 -8.8603 3.3006 -2.2266
C16 4.7393 -0.1568 3.2913
C17 4.8070 -0.8697 -4.3149
C18 0.7034 2.2378 5.0684
C19 -0.3678 -0.0232 0.8983
C20 1.0906 -2.3026 2.5426
C21 5.7495 -0.4260 1.1681
C22 0.1415 0.0712 -4.0260
C23 1.2189 0.9572 4.2396
C24 6.4102 -3.8247 -5.3117
C25 7.2150 -0.8424 1.2087
C26 -2.2994 -2.5154 2.4911
C27 -6.4878 4.5129 -0.2687
C28 4.3782 -4.1444 -4.1457
C29 -1.5161 0.9781 -2.2699
H1 5.6512 0.6653 1.2110
H2 -6.9854 2.2960 -2.4933
H3 -0.1983 2.6678 4.4868
H4 -1.1469 2.0575 -0.3777
H5 2.0735 -1.7582 2.8171
H6 -7.4508 4.5883 0.2419
H7 -1.3781 -1.2083 -4.0633
H8 5.6452 0.3528 3.6289
H9 2.8562 2.2051 2.3425
H10 0.4547 1.9687 6.1439
H11 5.6843 -0.2605 -4.0934
H12 -2.9524 -1.7634 -1.5603
H13 3.9907 0.5803 2.9862
H14 5.3131 -0.7669 0.2235
H15 6.6988 -3.0923 -4.5540
H16 -10.3079 5.5969 -2.3688
H17 3.9207 -0.2283 -4.2916
H18 2.1710 -4.1260 3.4597
H19 3.6024 -4.9033 -4.2869
H20 -5.0144 -1.1558 -1.2933
H21 7.3131 -1.9324 1.1677
H22 -8.8195 3.8545 -3.1706
H23 -10.0277 5.9377 -0.6496
H24 8.3921 -0.7824 4.2782
H25 0.3590 -2.0163 3.3881
H26 -4.3179 0.5519 -1.8293
H27 -2.2455 0.2800 -2.7989
H28 -3.9461 -2.2877 0.8887
H29 -0.5463 1.8635 2.0467
H30 0.6376 1.6412 -2.5247
H31 2.7994 -2.4477 0.1346
H32 8.8277 -2.0025 3.0651
H33 -1.7040 2.0125 -2.7595
H34 1.7967 -4.2596 1.6309
H35 1.5418 3.0203 5.0004
H36 5.0972 -4.5291 -3.4131
H37 -8.6439 5.8274 -1.7536
H38 0.3012 0.6068 0.1927
H39 4.3373 -0.7375 4.1227
H40 0.4223 -0.1318 -1.8219
H41 -9.4186 2.3755 -2.4033
H42 -4.3034 -1.7021 2.5553
H43 1.2090 3.0553 2.5223
H44 -2.8878 1.8023 -0.7784
H45 3.0061 -2.4768 -4.3771
H46 7.7223 -0.4259 0.3327
H47 -6.0141 5.4963 -0.2632
H48 0.4686 -4.4829 2.8812
H49 -5.8407 3.8094 0.2624
H50 7.1284 -1.8223 3.5944
H51 2.0814 -1.4708 -1.2344
H52 4.9241 -1.3011 -5.3122
H53 -1.8572 -2.1949 3.4907
H54 1.5981 2.1134 0.9964
H55 6.8515 -4.7977 -5.0738
H56 2.7906 -0.5880 0.3176
H57 -6.0740 0.3365 -1.3596
H58 -7.4997 2.3883 -0.7991
H59 3.1759 -3.0856 -2.7230
H60 6.7945 -3.4943 -6.2781

Forces on atoms 1 to 2 (eV/Å):
-5.1 3.7 0.8
-0.4 -0.2 -0.1

## Properties
* energy above the lowest of the compared OMol25 structures with the same formula, charge and spin: 0.000 eV
* DFT total energy: -3859.79348 a.u.
* HOMO: -8.010 eV
* E_LUMO: -0.81 eV
* orbital gap: 7.2 eV
* max |F|: 7.8 eV/A